The following is a quantum chemistry calculation of 2 unconnected molecules or ions with the total composition C2H11N2 at a distorted geometry, from OMol25.

Values from the calculation:
Orbital gap   12.2 eV
Strongest force on any atom   1.593 eV/Å
Lowest unoccupied orbital energy   -0.1233 hartree
HOMO   -15.539 eV
Relative energy (zero: lowest compared OMol25 entry of this formula, charge and spin)   44.6 kJ/mol
Total charge   +1

```
15
Properties=species:S:1:pos:R:3:forces:R:3
N 2.506251 0.389235 0.170824 0.48 1.47 0.37
H 3.132115 0.581219 -0.618314 -0.23 -0.75 0.02
H 2.716698 1.236511 0.716620 -0.65 0.04 -0.11
H 0.589638 -0.063934 0.122428 0.75 -0.88 0.83
H 2.949597 -0.277379 0.787915 0.34 -0.68 -0.35
C -1.716044 0.635002 -0.733031 -0.35 -0.11 0.95
C -1.290550 -0.768682 -0.281963 -0.29 0.92 -0.05
N -0.130569 -0.611927 0.665164 -0.81 1.04 -0.40
H -2.385911 0.538682 -1.581007 0.13 0.24 -0.16
H -2.244981 1.173338 0.060647 -0.27 -0.35 0.00
H -0.880146 1.305217 -0.915613 0.29 -0.26 -0.67
H -2.094992 -1.302407 0.213636 -0.01 -0.05 0.04
H -0.952914 -1.333647 -1.142446 0.24 -0.25 0.08
H 0.169645 -1.488070 1.069271 0.61 -0.30 -0.28
H -0.367830 -0.013153 1.465874 -0.21 -0.09 -0.27
```
Positions in Å, forces in eV/Å.

The following is a quantum chemistry calculation of 3 unconnected molecules or ions with the total composition C2H11N2O2 at a distorted geometry, from OMol25.

Values from the calculation:
Orbital gap   11.0 eV
Strongest force on any atom   4.571 eV/Å
Lowest unoccupied orbital energy   -0.1259 hartree
HOMO   -14.401 eV
Relative energy (zero: lowest compared OMol25 entry of this formula, charge and spin)   171.3 kJ/mol
Total charge   +1

```
17
Properties=species:S:1:pos:R:3:forces:R:3
C -0.002675 1.821666 -0.626513 -2.67 2.50 -0.99
N 0.338968 0.499570 -1.090375 -0.75 -0.83 1.87
C 1.601130 0.188560 -1.253614 -0.23 -2.73 -0.40
N 1.851188 -1.113351 -1.545994 2.19 -0.05 -0.46
H -0.865638 1.804606 0.134261 2.14 -0.20 -0.18
H -0.652375 2.366697 -1.415071 1.46 -0.82 0.57
H 0.906978 2.475939 -0.465512 -1.29 -0.88 0.39
H -0.386464 -0.281037 -0.743276 1.91 1.18 -1.13
H 2.435124 0.922777 -1.112496 -0.94 -0.77 -0.43
H 1.142709 -1.799493 -1.705359 -1.15 0.32 0.21
H 2.737609 -1.610882 -1.817720 -0.73 1.91 0.74
H -1.488961 -0.766673 1.051652 -0.11 -1.65 0.73
H -1.113067 -2.358532 0.769859 -0.67 -1.92 1.32
O -1.066711 -1.474023 0.528324 1.05 3.45 -2.81
H -2.249918 -0.676512 3.449067 -1.11 -1.21 0.09
H -1.358063 0.341843 3.179267 0.33 0.19 -1.07
O -1.829834 -0.341154 2.663501 0.57 1.51 1.55
```
Positions in Å, forces in eV/Å.

The following is a quantum chemistry calculation of 3 unconnected molecules or ions with the total composition C2H11N2O2 at a distorted geometry, from OMol25.

Values from the calculation:
Orbital gap   9.4 eV
Strongest force on any atom   2.192 eV/Å
Lowest unoccupied orbital energy   -0.1151 hartree
HOMO   -12.515 eV
Relative energy (zero: lowest compared OMol25 entry of this formula, charge and spin)   181.7 kJ/mol
Total charge   +1

```
17
Properties=species:S:1:pos:R:3:forces:R:3
C 0.132578 -0.415781 -0.648210 -0.45 0.24 1.21
C 0.148093 -1.220872 0.451158 -0.51 0.41 -1.03
N 1.045752 -1.050572 1.584553 1.39 -0.89 0.09
N -1.061689 -0.143112 -1.238701 1.49 -0.31 -1.58
H 1.023693 0.092790 -1.055881 -0.55 0.04 0.31
H -0.490987 -2.088700 0.456888 -0.38 0.27 0.66
H 2.011026 -1.342626 1.391762 0.05 -0.03 -0.11
H 1.118421 -0.105266 1.981665 -0.69 0.18 0.04
H 0.736118 -1.684169 2.325864 -0.03 0.32 0.07
H -1.943280 -0.369091 -0.805283 0.24 -0.31 -0.07
H -0.986905 -0.052046 -2.260885 -0.70 0.23 0.41
H 0.559163 1.833746 3.861212 0.19 -0.02 -0.16
H -0.754676 1.485555 3.224053 -0.20 -0.05 -0.20
O 0.191956 1.422079 3.067875 0.15 -0.11 0.25
H -1.132873 1.154848 -4.671483 -0.07 0.09 -0.12
H -0.160323 1.627991 -3.581679 -0.01 0.23 -0.20
O -0.436069 0.855227 -4.082907 0.07 -0.28 0.43
```
Positions in Å, forces in eV/Å.

The following is a quantum chemistry calculation of 3 unconnected molecules or ions with the total composition C2H11N2O2 at a distorted geometry, from OMol25.

Values from the calculation:
Orbital gap (alpha / beta)   10.6 / 7.1 eV
Strongest force on any atom   1.741 eV/Å
Lowest unoccupied orbital energy (alpha / beta)   -0.3186 / -0.4457 hartree
HOMO (alpha / beta)   -19.248 / -19.248 eV
Relative energy (zero: lowest compared OMol25 entry of this formula, charge and spin)   49.0 kJ/mol
2S+1   2
Total charge   +2

```
17
Properties=species:S:1:pos:R:3:forces:R:3
C -0.692354 0.224654 -0.134949 0.33 0.27 -0.05
C -2.000804 0.028319 -0.608441 -0.08 0.12 0.79
N -2.915101 0.944137 -0.790443 0.02 -0.49 -1.13
N 0.166028 -0.933354 -0.043167 -1.18 -1.26 -0.22
H -0.221786 1.159479 0.146750 -0.27 0.06 -0.08
H -2.332802 -1.000015 -0.700721 -0.16 -0.05 -0.17
H -3.813619 0.594741 -1.141547 0.03 0.36 0.27
H -2.749866 1.941269 -0.947494 0.14 -0.08 0.51
H 0.969594 -0.833970 0.616213 0.55 0.56 -0.18
H 0.360619 -1.276093 -1.005096 0.85 0.28 0.50
H -0.309540 -1.726484 0.413256 -0.38 0.01 -0.07
H 2.388620 1.246630 -0.626121 1.07 0.05 -0.60
H 3.217603 0.084192 -1.440198 0.07 0.83 0.26
O 2.408759 0.353561 -0.983460 -1.17 -0.76 0.40
H 1.597995 -0.399966 3.139791 -0.35 -0.40 0.03
H 2.324798 0.095128 1.928768 0.11 -0.25 -0.06
O 1.601854 -0.502228 2.176852 0.42 0.74 -0.20
```
Positions in Å, forces in eV/Å.

The following is a quantum chemistry calculation of 2 unconnected molecules or ions with the total composition C2H11N2Si2 at a distorted geometry, from OMol25.

Values from the calculation:
Orbital gap   7.5 eV
Strongest force on any atom   5.219 eV/Å
Lowest unoccupied orbital energy   -0.1950 hartree
HOMO   -12.812 eV
Relative energy (zero: lowest compared OMol25 entry of this formula, charge and spin)   404.7 kJ/mol
Total charge   +1

```
17
Properties=species:S:1:pos:R:3:forces:R:3
C -2.899972 -0.431339 -0.560165 -1.77 -0.01 3.17
C -0.463099 -0.920484 -0.187656 -3.29 0.19 -4.05
N 3.100219 0.130211 1.216731 0.23 -0.04 -1.26
N -1.601919 0.014692 0.035503 -0.06 1.17 -0.72
Si 3.815895 0.072889 -0.248470 -0.58 0.66 3.28
Si -1.171122 1.516013 0.625815 0.54 -1.30 0.17
H -3.638028 0.454799 -0.603561 1.24 -1.46 -0.14
H -2.712190 -0.874145 -1.531192 -0.16 -0.07 -0.04
H -3.410600 -1.235779 0.241926 1.44 1.95 -2.41
H -0.204754 -0.908374 -1.318014 0.10 0.12 2.05
H 0.221776 -0.675584 0.499784 3.31 0.54 1.95
H -0.893543 -1.854421 0.012539 -0.10 -1.69 0.38
H 3.618590 0.610953 1.947695 -0.07 -0.04 -0.03
H 3.191150 -0.561546 -1.291409 -1.16 -1.13 -1.67
H 5.007560 0.717105 -0.614060 1.36 0.61 -0.39
H -2.279142 2.499830 0.665229 0.51 -0.04 0.14
H 0.319184 1.445186 1.109311 -1.55 0.54 -0.42
```
Positions in Å, forces in eV/Å.

The following is a quantum chemistry calculation of 3 unconnected molecules or ions with the total composition C2H11N3O2 at a distorted geometry, from OMol25.

Values from the calculation:
Orbital gap   9.4 eV
Strongest force on any atom   1.217 eV/Å
Lowest unoccupied orbital energy   0.0078 hartree
HOMO   -9.156 eV
Relative energy (zero: lowest compared OMol25 entry of this formula, charge and spin)   85.8 kJ/mol
SMILES   [H]/N=C(\N)NC.O.O

```
18
Properties=species:S:1:pos:R:3:forces:R:3
C -0.973300 0.669402 -1.228758 -0.03 0.84 0.38
N 0.274801 0.597708 -0.477872 -0.60 0.31 0.98
C 0.207650 0.115553 0.804368 0.30 -0.38 0.23
N 1.452538 -0.098348 1.368468 0.26 -0.90 0.15
N -0.885985 -0.207193 1.405038 0.19 -0.51 -0.95
H -1.375116 1.687055 -1.211924 0.40 0.14 -0.38
H -0.778192 0.347455 -2.240700 -0.31 -0.12 -0.23
H -1.769738 0.141367 -0.708190 0.28 -0.74 -0.23
H 1.109226 0.254494 -0.913068 0.00 0.23 -0.51
H 2.248549 0.491126 1.234954 -0.05 0.31 -0.38
H 1.463600 -0.610513 2.233213 -0.07 0.23 0.08
H -0.681330 -0.973621 2.040995 -0.20 0.65 0.75
H 2.596107 -1.953241 -2.493818 -0.21 -0.27 -0.37
H 3.708322 -0.990365 -2.585743 -0.07 -0.13 -0.72
O 3.119062 -1.504087 -3.170528 0.27 0.39 1.12
H -2.619648 0.383479 1.568424 -0.12 -0.19 0.20
H -3.548381 1.190129 2.500896 0.00 -0.07 -0.07
O -3.548161 0.459601 1.874242 -0.04 0.22 -0.06
```
Positions in Å, forces in eV/Å.

Q: Look up the relative energy (zero: lowest compared OMol25 entry of this formula, charge and spin) of the first one.
A: 44.6 kJ/mol

Q: Look up the relative energy (zero: lowest compared OMol25 entry of this formula, charge and spin) of the second one.
A: 171.3 kJ/mol

Q: Among the records above, which one has the lowest relative energy (zero: lowest compared OMol25 entry of this formula, charge and spin)?
A: C2H11N2